Record 1
DFT (ωB97M-V with the def2-TZVPD basis set) results for a structure of composition C28H36BF4N6O2STc.

Geometry as ORCA input:
```
! wB97M-V def2-TZVPD RIJCOSX def2/J DEFGRID3
* xyz 3 2
Tc -0.0035 0.4898 -0.5379
C 0.4467 1.5904 -3.3144
C -0.2566 2.8760 -2.9552
C -1.4156 2.8032 -2.0078
C -2.5353 3.5552 -2.2807
C -3.5553 3.6702 -1.3466
C -3.4076 3.0524 -0.1156
C -2.3008 2.2748 0.0970
N -1.3269 2.1111 -0.8363
N 1.2980 1.0699 -2.1972
C 2.0570 -0.1276 -2.6635
C 1.1826 -1.3087 -2.8038
C 1.1616 -2.1588 -3.8840
C 0.4066 -3.3236 -3.7822
C -0.2778 -3.5874 -2.6081
C -0.2519 -2.6471 -1.5910
N 0.4520 -1.5125 -1.6990
C 2.3062 2.0881 -1.7708
C 2.0557 2.5922 -0.3823
C 2.7542 3.6621 0.1341
C 2.4873 4.0931 1.4249
C 1.5326 3.4222 2.1898
C 0.8796 2.3529 1.6370
N 1.1365 1.9398 0.3676
H 1.0818 1.7714 -4.1845
H -0.2689 0.8138 -3.5806
H -0.6097 3.3112 -3.8842
H 0.4490 3.6005 -2.5385
H -2.6015 4.0732 -3.2298
H -4.4435 4.2480 -1.5734
H -4.1511 3.1462 0.6625
H -2.1811 1.7454 1.0281
H 2.7491 -0.3505 -1.8622
H 2.6389 0.0870 -3.5591
H 1.7537 -1.9468 -4.7679
H 0.3726 -4.0249 -4.6061
H -0.8673 -4.4881 -2.4886
H -0.8251 -2.7910 -0.6893
H 2.3359 2.9138 -2.4767
H 3.2968 1.6405 -1.7889
H 3.4987 4.1610 -0.4779
H 3.0138 4.9492 1.8323
H 1.2974 3.7318 3.2011
H 0.1376 1.7897 2.1909
N -1.0853 -0.2551 0.9717
C -1.7456 -1.0733 1.5070
N -2.4652 -1.9532 2.0771
C -3.9375 -2.0972 1.8181
C -4.6681 -2.0054 3.1468
O -4.1198 -2.9026 4.1017
C -2.7642 -2.6397 4.3960
C -1.9134 -2.8361 3.1541
H -4.1017 -3.0738 1.3667
H -4.2618 -1.3272 1.1294
H -5.7016 -2.2971 2.9914
H -4.6425 -0.9748 3.5193
H -2.4515 -3.3465 5.1588
H -2.6352 -1.6196 4.7775
H -1.9982 -3.8672 2.8173
H -0.8693 -2.5928 3.3324
O 1.5525 -0.6761 0.4715
S 3.0299 -0.3569 0.8277
C 3.9312 -1.8905 0.5141
C 4.8848 -2.0106 1.6980
C 4.0524 -1.7091 2.9497
C 3.1947 -0.4763 2.6380
H 4.4216 -1.8268 -0.4581
H 3.1699 -2.6744 0.5004
H 5.7120 -1.3028 1.6011
H 5.3173 -3.0097 1.7309
H 4.6895 -1.5200 3.8103
H 3.4173 -2.5587 3.1916
H 3.6560 0.4544 2.9701
H 2.1763 -0.5243 3.0262
F -3.6530 0.0095 -2.7788
B -3.2464 -0.5186 -1.6100
F -1.5471 -0.2012 -1.7060
F -3.6233 0.1712 -0.4633
F -3.2770 -1.8769 -1.4594
*
```

Properties
HOMO (alpha / beta)	-16.87 / -16.89	eV
energy above the lowest of the compared OMol25 structures with the same formula, charge and spin	0.000	eV
calculated total energy	-67217.1908	eV
LUMO level (alpha / beta)	-10.52 / -10.64	eV
gap between HOMO and LUMO (alpha / beta)	6.35 / 6.25	eV

Results of the Löwdin charge analysis, in e, for atoms 1 through 8: 1.712, -0.133, -0.087, -0.221, 0.032, 0.034, -0.006, -0.118

---

Record 2
DFT (ωB97M-V with the def2-TZVPD basis set) results for a cluster of 5 separate species, C21H42FNO8S in total.

Geometry as ORCA input:
```
! wB97M-V def2-TZVPD RIJCOSX def2/J DEFGRID3
* xyz 0 1
C 3.0021 -6.2937 0.2771
C 3.2133 -4.7566 -0.0964
C 4.5587 -4.0280 0.1130
C 4.6598 -2.5017 -0.2648
C 3.4360 -1.7012 -0.8332
C 3.6793 -0.1554 -1.2028
C 3.8812 0.6889 0.1572
C 5.0729 -0.0232 -2.0433
C 2.0587 -2.4357 -1.0336
O 0.9895 -1.6604 -1.5703
C -0.2945 -2.1141 -1.1090
N -1.2608 -0.9401 -0.9188
C -1.9543 -1.1958 0.3854
C -3.0183 -0.0685 0.8062
O -3.8151 -0.3843 1.7397
S -2.3333 -0.9923 -2.2620
O -3.2923 0.1830 -2.3029
O -1.6022 -0.9765 -3.5914
F -3.3110 -2.3759 -2.1292
C 2.0109 -3.9353 -0.6700
H 2.5378 -6.8144 -0.6251
H 2.2133 -6.3335 1.1223
H 3.9412 -6.8144 0.6622
H 5.4756 -4.5567 0.5450
H 5.6900 -2.0286 -0.1044
H 2.8732 0.2764 -1.8825
H 3.9831 -0.0595 1.0116
H 3.0254 1.4306 0.2708
H 4.8882 1.2522 0.0996
H 5.9715 -0.4259 -1.4684
H 5.2813 1.1023 -2.2145
H 4.9768 -0.4965 -3.0793
H -0.7479 -2.7463 -1.9594
H -0.2788 -2.6744 -0.1166
H -2.4819 -2.2158 0.3611
H -1.1494 -1.1904 1.2169
H -3.0781 0.9869 0.3742
H 1.0333 -4.5015 -0.8063
C 3.5079 2.8429 4.5777
C 3.8155 1.9186 3.4162
O 3.8227 2.6482 2.1952
H 2.5377 3.3262 4.4366
H 3.4938 2.2926 5.5217
H 4.2543 3.6397 4.6463
H 3.0562 1.1374 3.3379
H 4.7916 1.4398 3.5456
H 4.5024 3.3315 2.2679
C -3.4844 3.4775 -2.4112
C -3.2437 4.9178 -2.0048
O -1.9498 5.3361 -2.4221
H -2.7298 2.8226 -1.9687
H -4.4740 3.1418 -2.0916
H -3.4080 3.3636 -3.4963
H -3.2996 5.0225 -0.9186
H -3.9895 5.5819 -2.4546
H -1.9113 5.2491 -3.3837
C -4.9600 6.9117 1.5833
C -5.8025 7.3327 0.3955
O -5.1370 8.3529 -0.3386
H -4.7661 7.7655 2.2376
H -5.4615 6.1312 2.1609
H -3.9871 6.5351 1.2536
H -6.7640 7.7280 0.7299
H -5.9912 6.4850 -0.2714
H -4.2914 7.9926 -0.6382
C -2.6274 -6.3467 -0.2570
C -1.5831 -6.4171 0.8394
O -0.7573 -5.2576 0.8074
H -2.1498 -6.2665 -1.2371
H -3.2646 -7.2340 -0.2469
H -3.2572 -5.4602 -0.1354
H -0.9430 -7.2912 0.7021
H -2.0547 -6.4858 1.8245
H -1.3290 -4.4897 0.9385
*
```

Properties
HOMO	-8.27	eV
calculated total energy	-53871.7344	eV
LUMO level	-0.43	eV
gap between HOMO and LUMO	7.84	eV
SMILES	Cc1ccc(C(C)C)c(OCN(CC=O)S(=O)(=O)F)c1.CCO.CCO.CCO.CCO

Results of the Löwdin charge analysis, in e, for atoms 1 through 8: -0.095, -0.210, -0.032, -0.012, -0.068, -0.331, -0.094, -0.112

---

Record 3
DFT (ωB97M-V with the def2-TZVPD basis set) results for a structure of composition C28H25ClCoN5O3S.

Geometry as ORCA input:
```
! wB97M-V def2-TZVPD RIJCOSX def2/J DEFGRID3
* xyz 1 2
Co -0.5354 0.2588 0.2906
C 0.5082 0.1859 -3.8386
C -0.1942 -0.9301 -4.2654
C -1.0578 -1.5587 -3.3853
C -1.1962 -1.0577 -2.1025
N -0.4985 0.0234 -1.6883
C 0.3297 0.6224 -2.5383
C -2.0756 -1.6193 -1.0633
C -3.2318 -2.3579 -1.2514
C -3.9923 -2.6861 -0.1381
C -3.5966 -2.2702 1.1252
C -2.4279 -1.5378 1.2450
N -1.6924 -1.2590 0.1642
C -1.8649 -0.9289 2.4620
C -2.1165 -1.3611 3.7534
C -1.4638 -0.7483 4.8088
C -0.5799 0.2869 4.5447
C -0.3876 0.6746 3.2313
N -1.0157 0.0920 2.2147
H 1.1951 0.7040 -4.4921
H -0.0643 -1.3036 -5.2722
H -1.6068 -2.4423 -3.6816
H 0.8583 1.4875 -2.1583
H -3.5453 -2.6446 -2.2452
H -4.9113 -3.2427 -0.2595
H -4.2022 -2.4896 1.9935
H -2.7982 -2.1829 3.9259
H -1.6354 -1.0754 5.8252
H -0.0436 0.7831 5.3404
H 0.2794 1.4889 2.9779
C -4.3310 4.3323 -0.1786
N -2.8969 4.3512 0.0183
C -2.0797 5.4641 0.1218
C -0.8141 5.0237 0.2575
N -0.8651 3.6432 0.2310
C -2.1415 3.2315 0.0811
S -2.7189 1.6453 -0.0002
H -4.7243 5.3381 -0.0623
H -4.7917 3.6696 0.5515
H -4.5681 3.9595 -1.1746
H -2.4656 6.4675 0.0941
H 0.1045 5.5694 0.3733
H -0.0796 3.0038 0.3133
C 4.7884 -1.8439 1.4206
C 4.2919 -2.1085 0.0288
C 4.1002 -3.4145 -0.4012
C 3.6174 -3.6881 -1.6709
Cl 3.3296 -5.3261 -2.1516
C 3.3735 -2.6603 -2.5653
C 3.5761 -1.3572 -2.1492
C 3.9862 -1.0736 -0.8547
O 4.1618 0.2629 -0.5544
C 3.4020 0.9605 0.4416
C 1.9006 0.6764 0.4743
O 1.4813 -0.4918 0.5585
O 1.0763 1.6520 0.4214
H 5.2030 -2.7512 1.8551
H 3.9620 -1.5122 2.0542
H 5.5599 -1.0728 1.4248
H 4.3347 -4.2356 0.2643
H 3.0336 -2.8867 -3.5671
H 3.4076 -0.5273 -2.8233
H 3.5465 2.0105 0.2016
H 3.8025 0.7772 1.4440
*
```

Properties
HOMO (alpha / beta)	-10.32 / -10.33	eV
energy above the lowest of the compared OMol25 structures with the same formula, charge and spin	0.271	eV
calculated total energy	-104017.5432	eV
LUMO level (alpha / beta)	-3.42 / -3.34	eV
gap between HOMO and LUMO (alpha / beta)	6.90 / 6.99	eV

Results of the Löwdin charge analysis, in e, for atoms 1 through 8: 0.424, -0.026, -0.023, 0.021, -0.169, 0.054, -0.073, -0.179

---

Record 4
DFT (ωB97M-V with the def2-TZVPD basis set) results for a structure of composition C27H13Cl44F3NO2PS.

Geometry as ORCA input:
```
! wB97M-V def2-TZVPD RIJCOSX def2/J DEFGRID3
* xyz 0 1
O 3.0507 -0.1356 1.3067
P 4.0346 1.2982 1.1866
O 5.5510 1.1526 2.0305
N 4.2912 1.7948 -0.5288
C 4.0788 0.6186 -1.4570
C 5.4689 -0.0830 -2.0664
C 5.4476 -1.4119 -3.0625
C 3.9611 -2.0236 -3.4331
C 2.5537 -1.3128 -2.8758
C 2.6052 0.0001 -1.8952
S 1.0634 0.8916 -1.2045
C 1.6774 2.6959 -1.0657
C 0.6343 3.9464 -1.2568
C -0.9792 3.8365 -1.5266
C -1.4032 3.0503 -2.9016
C -2.1326 1.5951 -2.5665
F -2.2536 1.0495 -1.1627
C -2.7686 0.7262 -3.6357
F -4.2476 0.8014 -3.7845
F -1.9132 -0.1785 -4.4418
C 1.3058 5.4748 -1.1554
C 2.9022 5.7421 -0.8710
C 3.9037 4.4627 -0.6493
C 3.2931 2.9097 -0.7513
H 2.0714 0.0792 1.4134
H 5.3405 0.7672 2.9469
H 6.5559 0.3306 -1.7982
H 6.4762 -1.8401 -3.4426
H 3.9509 -2.9860 -4.1259
H 1.5293 -1.7948 -3.1804
H -1.3714 4.9570 -1.6524
H -1.5206 3.4254 -0.5499
H -0.5284 2.9713 -3.6749
H -2.2434 3.7139 -3.4296
H 0.5703 6.3827 -1.3181
H 3.3841 6.8169 -0.8109
H 5.0541 4.5931 -0.4239
C -0.8476 0.8151 -7.8857
Cl -0.6895 -0.9217 -8.2498
Cl -0.3504 1.7676 -9.3071
Cl -2.5438 1.1862 -7.4860
Cl 0.1932 1.2287 -6.5000
C 4.5524 4.0295 4.5858
Cl 3.2932 4.7832 5.5961
Cl 4.8516 2.3667 5.1516
Cl 4.0084 3.9908 2.8895
Cl 6.0563 4.9773 4.7057
C 1.2524 -2.0344 4.4006
Cl 2.4268 -0.7260 4.1120
Cl 1.7471 -2.9712 5.8332
Cl -0.3618 -1.3330 4.6781
Cl 1.1974 -3.1073 2.9793
C 0.9524 8.1483 2.0353
Cl 0.7050 7.3580 3.6128
Cl 2.4985 9.0336 2.0504
Cl 0.9876 6.9134 0.7513
Cl -0.3817 9.2882 1.7264
C -4.7476 -0.4938 -10.8226
Cl -6.0068 0.2599 -9.8123
Cl -4.4484 -2.1566 -10.2568
Cl -5.2916 -0.5325 -12.5189
Cl -3.2437 0.4540 -10.7027
C -4.4068 -1.9384 0.3278
Cl -4.5712 -0.7817 -1.0173
Cl -4.6910 -3.5918 -0.2724
Cl -2.7640 -1.8279 1.0087
Cl -5.6010 -1.5523 1.5924
C -4.7068 -0.6041 5.3875
Cl -5.3812 0.4014 4.0804
Cl -2.9898 -0.9414 5.0518
Cl -4.8496 0.2628 6.9376
Cl -5.6065 -2.1391 5.4804
C 7.8932 2.3251 8.0417
Cl 7.2188 3.3306 6.7346
Cl 9.6102 1.9877 7.7059
Cl 7.7504 3.1920 9.5918
Cl 6.9935 0.7900 8.1346
C -3.5068 -5.9035 3.0391
Cl -4.4217 -4.7188 4.0055
Cl -2.0044 -5.1521 2.4452
Cl -3.1055 -7.3132 4.0522
Cl -4.4955 -6.4299 1.6536
C -1.7067 -10.5864 1.4147
Cl -0.1353 -10.1825 0.6786
Cl -1.4704 -10.9948 3.1329
Cl -2.8020 -9.1873 1.2820
Cl -2.4194 -11.9812 0.5654
C -8.6068 -6.6209 1.0389
Cl -8.2817 -7.1549 2.7073
Cl -8.6153 -8.0342 -0.0461
Cl -10.1928 -5.8118 0.9726
Cl -7.3373 -5.4828 0.5216
*
```

Properties
HOMO	-7.86	eV
calculated total energy	-613030.1836	eV
LUMO level	-1.80	eV
gap between HOMO and LUMO	6.06	eV

Results of the Löwdin charge analysis, in e, for atoms 1 through 8: -0.417, 0.903, -0.344, -0.265, -0.200, 0.002, -0.067, -0.066

---

Record 5
DFT (ωB97M-V with the def2-TZVPD basis set) results for a cluster of 2 separate species, C4H12 in total.

Geometry as ORCA input:
```
! wB97M-V def2-TZVPD RIJCOSX def2/J DEFGRID3
* xyz 0 1
C -1.1978 -0.1413 -2.1320
C -1.1986 -1.5991 -1.6342
H -1.9429 0.5498 -1.6092
H -0.2168 0.4352 -1.9149
H -1.3585 0.1667 -3.2742
H -1.8927 -2.1754 -2.2287
H -1.4184 -1.7433 -0.5618
H -0.1594 -1.8596 -1.6035
C 1.3459 1.2413 1.2744
C 1.0009 0.4463 2.4814
H 0.8516 2.1474 1.1803
H 2.3361 1.4780 1.3413
H 1.1030 0.8288 0.2948
H 0.7434 1.0123 3.3490
H 0.3484 -0.3247 2.4369
H 1.9032 -0.1991 2.6521
*
```

Properties
HOMO	-11.34	eV
energy above the lowest of the compared OMol25 structures with the same formula, charge and spin	1.359	eV
calculated total energy	-4341.1695	eV
LUMO level	1.08	eV
gap between HOMO and LUMO	12.42	eV
SMILES	CC.CC

Results of the Löwdin charge analysis, in e, for atoms 1 through 8: -0.209, -0.173, 0.062, 0.058, 0.094, 0.057, 0.066, 0.046

---

Q: The lowest calculated total energy belongs to which entry?
A: C27H13Cl44F3NO2PS